# 1
19
Properties=species:S:1:pos:R:3 method="wB97M-V/def2-TZVPD" lumo_energy_ev=0.81 charge=0 smiles=NCNCCO.O orbital_gap_ev=9.964
N 0.54 1.64 -0.30
C -0.34 0.99 -1.28
N -1.33 0.09 -0.68
C -0.88 -1.09 0.08
C -0.83 -0.88 1.60
O 0.31 -0.24 2.12
H 0.90 2.47 -0.74
H -0.05 1.94 0.48
H 0.28 0.55 -2.06
H -0.96 1.72 -1.77
H -1.80 -0.26 -1.49
H 0.07 -1.48 -0.27
H -1.66 -1.84 -0.08
H -0.95 -1.83 2.09
H -1.72 -0.29 1.86
H 1.08 -0.76 1.88
O 2.50 -0.49 -0.20
H 1.83 0.21 -0.24
H 3.00 -0.46 -1.00

***

# 2
30
Properties=species:S:1:pos:R:3 method="wB97M-V/def2-TZVPD" lumo_energy_ev=0.48 charge=0 smiles="NC(=O)C[C@H](NC(=O)[C@@H](N)CC(=O)O)C(=O)O" orbital_gap_ev=10.402
N 0.53 -1.90 2.60
C -0.09 -1.03 1.79
O 0.12 0.21 1.99
C -1.25 -1.59 0.91
C -1.94 -0.41 0.09
N -0.92 0.56 -0.39
C -0.35 0.47 -1.59
O -0.68 -0.33 -2.48
C 0.97 1.35 -1.77
N 1.28 1.94 -0.42
C 2.02 0.29 -2.23
C 2.65 -0.51 -1.15
O 3.51 -1.36 -1.40
O 2.41 -0.27 0.18
C -2.99 0.25 1.08
O -3.40 -0.32 2.05
O -3.50 1.42 0.66
H 1.11 -1.38 3.28
H 0.12 -2.78 2.87
H -1.93 -2.18 1.44
H -0.66 -2.18 0.09
H -2.36 -0.84 -0.85
H -0.40 0.89 0.43
H 0.98 2.25 -2.47
H 0.76 2.85 -0.22
H 2.30 2.20 -0.43
H 1.45 -0.34 -2.93
H 2.72 0.78 -2.75
H 1.79 0.44 0.35
H -4.27 1.53 1.29

***

# 3
24
Properties=species:S:1:pos:R:3 method="wB97M-V/def2-TZVPD" lumo_energy_ev=0.82 charge=0 orbital_gap_ev=9.812
C 2.09 1.41 1.37
C 1.58 0.37 0.43
C 0.40 -0.26 0.52
C -0.40 -0.26 1.80
C 0.05 -1.35 -0.44
C -0.40 -0.77 -1.78
C -1.28 -1.70 -2.57
H 3.17 1.46 1.45
H 1.87 1.10 2.41
H 1.66 2.40 1.23
H 2.15 0.36 -0.52
H -1.34 0.26 1.58
H 0.13 0.13 2.67
H -0.90 -1.24 2.09
H 0.75 -2.20 -0.53
H -0.77 -2.07 -0.12
H -0.90 0.23 -1.81
H 0.46 -0.38 -2.31
H -1.83 -2.46 -2.03
H -0.65 -2.33 -3.28
H -1.95 -1.24 -3.35
O -1.44 3.12 0.82
H -1.06 3.27 1.70
H -1.40 2.17 0.66

***

# 4
9
Properties=species:S:1:pos:R:3 method="wB97M-V/def2-TZVPD" lumo_energy_ev=4.52 charge=-1 orbital_gap_ev=6.732
N 0.16 1.36 1.49
H 0.84 0.59 1.47
H -0.72 0.88 1.34
H 0.26 2.00 0.72
C -0.21 -0.90 -1.05
S 1.03 -1.65 0.06
H 0.25 -0.21 -1.75
H -1.03 -0.38 -0.57
H -0.59 -1.69 -1.71

***

# 5
89
Properties=species:S:1:pos:R:3 method="wB97M-V/def2-TZVPD" lumo_energy_ev="-0.76 / -1.69" spin_multiplicity=2 charge=0 orbital_gap_ev="7.166 / 6.220"
Mo 0.58 -0.73 -0.78
S 3.09 3.82 -0.75
C 2.69 2.19 -0.74
S 1.24 1.57 -0.07
S 3.93 1.39 -1.52
C -1.79 1.54 -1.13
N -1.57 0.10 -1.30
C -2.57 -0.59 -0.46
C -1.84 -0.27 -2.70
C -1.36 -1.69 -2.93
C -1.80 -2.42 -4.02
C -1.32 -3.71 -4.23
C -0.41 -4.24 -3.32
C 0.01 -3.50 -2.23
C -0.43 -2.19 -2.02
H -2.82 1.79 -1.44
H -1.08 2.10 -1.74
H -1.66 1.82 -0.09
H -3.57 -0.27 -0.77
H -2.41 -0.32 0.58
H -2.47 -1.67 -0.58
H -1.33 0.45 -3.34
H -2.92 -0.18 -2.90
H -2.52 -2.00 -4.71
H -1.64 -4.28 -5.08
H -0.04 -5.24 -3.46
H 0.71 -3.95 -1.54
O 5.18 -3.17 -3.56
C 4.78 -2.18 -4.35
O 5.32 -1.93 -5.39
C 3.59 -1.40 -3.89
C 3.01 -0.35 -4.61
Cl 3.42 0.34 -6.09
N 1.97 0.13 -3.89
N 1.85 -0.55 -2.73
C 2.81 -1.46 -2.73
C 2.93 -2.30 -1.50
O 3.71 -3.24 -1.46
O 2.17 -1.94 -0.51
C 1.04 1.11 -4.32
C 1.00 2.35 -3.70
C 0.08 3.28 -4.14
C -0.78 2.98 -5.19
C -0.71 1.75 -5.82
C 0.20 0.80 -5.39
H 4.62 -3.26 -2.74
H 1.69 2.58 -2.91
H 0.04 4.25 -3.67
H -1.49 3.72 -5.53
H -1.37 1.52 -6.64
H 0.26 -0.18 -5.85
O -0.19 -0.94 2.14
C 0.03 -0.87 0.94
C -2.74 -0.54 6.30
Ge -1.79 -1.39 4.82
C -0.58 -2.79 5.44
C -3.07 -2.12 3.53
Ge -0.45 0.25 3.63
C -1.37 1.72 2.75
C -0.79 2.98 2.64
C -1.50 4.04 2.09
C -2.80 3.85 1.65
C -3.39 2.60 1.76
C -2.68 1.55 2.32
C 1.32 0.66 4.27
C 1.65 0.28 5.57
C 2.91 0.55 6.09
C 3.85 1.19 5.30
C 3.54 1.57 4.01
C 2.28 1.31 3.49
H -3.39 -1.26 6.79
H -3.35 0.29 5.95
H -2.05 -0.16 7.04
H -1.16 -3.64 5.79
H 0.05 -2.44 6.25
H 0.07 -3.12 4.63
H -3.46 -3.06 3.92
H -2.59 -2.33 2.57
H -3.91 -1.45 3.37
H 0.22 3.15 2.98
H -1.04 5.01 2.00
H -3.35 4.67 1.22
H -4.41 2.45 1.43
H -3.16 0.58 2.40
H 0.93 -0.23 6.19
H 3.15 0.25 7.10
H 4.84 1.39 5.70
H 4.28 2.06 3.39
H 2.06 1.60 2.47

***

# 6
88
Properties=species:S:1:pos:R:3 method="wB97M-V/def2-TZVPD" lumo_energy_ev="-3.08 / -2.80" spin_multiplicity=3 charge=+1 orbital_gap_ev="7.755 / 8.029"
V 0.43 0.41 -0.86
C 2.21 4.58 -1.54
C 2.58 4.17 -0.26
C 1.85 3.21 0.40
C 0.71 2.65 -0.20
C 0.30 3.10 -1.46
C 1.08 4.06 -2.13
N 0.04 1.56 0.42
C -0.29 1.57 1.82
C -0.28 0.38 2.53
C -0.68 0.36 3.86
C -1.07 1.53 4.48
C -1.06 2.73 3.78
C -0.67 2.75 2.45
H 2.80 5.33 -2.07
H 3.45 4.60 0.22
H 2.14 2.86 1.39
H -0.65 2.79 -1.87
H 0.75 4.42 -3.10
H 0.06 -0.52 2.04
H -0.70 -0.57 4.40
H -1.39 1.52 5.52
H -1.36 3.65 4.26
H -0.67 3.68 1.89
C -3.96 -4.28 -2.30
C -4.40 -3.19 -3.29
C -3.63 -1.88 -3.18
N -3.73 -1.40 -1.79
C -2.97 -0.52 -1.18
S -1.78 0.37 -2.06
N -3.23 -0.26 0.14
C -4.35 -0.59 0.96
O -4.19 -0.64 2.15
C -5.70 -0.78 0.34
C -6.52 -1.77 0.87
C -7.81 -1.94 0.37
C -8.28 -1.11 -0.63
C -7.47 -0.09 -1.13
C -6.18 0.07 -0.65
H -4.55 -5.18 -2.46
H -4.09 -3.97 -1.26
H -2.91 -4.53 -2.45
H -5.47 -2.98 -3.15
H -4.28 -3.55 -4.31
H -4.05 -1.14 -3.86
H -2.58 -2.01 -3.43
H -4.48 -1.80 -1.25
H -2.47 0.15 0.67
H -6.14 -2.40 1.66
H -8.44 -2.72 0.78
H -9.28 -1.23 -1.01
H -7.85 0.57 -1.90
H -5.56 0.87 -1.04
O 2.39 0.23 -0.22
S 3.17 -1.10 -0.40
C 4.31 -0.73 -1.81
C 5.35 0.31 -1.55
C 6.67 -0.07 -1.31
C 7.64 0.88 -0.99
C 7.29 2.22 -0.90
C 5.97 2.61 -1.15
C 5.01 1.66 -1.47
C 4.34 -1.15 0.98
C 3.64 -0.93 2.29
C 2.96 -1.97 2.92
C 2.40 -1.78 4.17
C 2.50 -0.54 4.80
C 3.16 0.50 4.17
C 3.73 0.31 2.92
H 3.61 -0.42 -2.58
H 4.75 -1.69 -2.08
H 6.95 -1.11 -1.39
H 8.66 0.57 -0.82
H 8.03 2.96 -0.65
H 5.70 3.66 -1.10
H 3.99 1.97 -1.66
H 5.10 -0.39 0.80
H 4.78 -2.14 0.92
H 2.89 -2.94 2.44
H 1.89 -2.60 4.67
H 2.08 -0.40 5.79
H 3.24 1.47 4.65
H 4.28 1.11 2.44
N -0.78 -3.58 -5.07
C -0.20 -3.28 -4.11
N 0.47 -2.98 -3.01
C 0.36 -2.18 -2.08
N 0.41 -1.42 -1.16

***

# 7
84
Properties=species:S:1:pos:R:3 method="wB97M-V/def2-TZVPD" lumo_energy_ev="0.00 / -0.02" spin_multiplicity=3 charge=0 orbital_gap_ev="7.453 / 7.495"
V -0.75 -1.53 -1.33
S 1.51 -1.14 -5.31
C 2.31 -0.05 -4.22
C 3.40 0.78 -4.46
C 3.81 1.63 -3.45
C 3.14 1.65 -2.22
C 2.07 0.82 -1.98
C 1.66 -0.06 -2.98
N 0.60 -0.96 -2.91
C 0.38 -1.54 -4.06
C -0.80 -2.37 -4.21
C -1.10 -3.02 -5.41
C -2.28 -3.74 -5.51
C -3.12 -3.80 -4.41
C -2.79 -3.17 -3.22
C -1.62 -2.43 -3.07
H 3.90 0.77 -5.42
H 4.66 2.28 -3.61
H 3.46 2.34 -1.45
H 1.54 0.85 -1.03
H -0.43 -2.95 -6.26
H -2.53 -4.25 -6.43
H -4.05 -4.37 -4.47
H -3.46 -3.31 -2.37
O 2.56 -2.33 -0.95
C 2.00 -1.65 -0.11
O 0.73 -1.38 -0.13
C 2.79 -1.08 1.06
C 4.09 -1.56 1.16
C 4.93 -1.16 2.18
C 4.48 -0.24 3.11
C 3.19 0.25 3.02
C 2.32 -0.15 2.00
P 0.63 0.61 1.97
C 1.02 2.32 1.43
C -0.07 3.15 1.17
C 0.11 4.46 0.74
C 1.39 4.95 0.52
C 2.48 4.13 0.75
C 2.30 2.82 1.20
C 0.37 0.84 3.78
C 0.12 2.07 4.39
C -0.19 2.14 5.74
C -0.25 0.98 6.50
C 0.00 -0.25 5.91
C 0.30 -0.32 4.56
H 4.42 -2.27 0.41
H 5.94 -1.55 2.24
H 5.13 0.09 3.92
H 2.85 0.97 3.75
H -1.07 2.76 1.32
H -0.75 5.09 0.56
H 1.53 5.96 0.18
H 3.48 4.50 0.58
H 3.17 2.20 1.38
H 0.18 2.98 3.81
H -0.37 3.10 6.20
H -0.49 1.04 7.56
H -0.04 -1.16 6.49
H 0.50 -1.28 4.10
C -2.00 2.69 -2.00
C -2.29 1.25 -1.70
O -1.37 0.41 -1.69
N -3.55 0.90 -1.47
C -3.94 -0.49 -1.22
C -3.51 -0.97 0.15
C -4.38 -0.92 1.22
C -3.95 -1.34 2.46
C -2.66 -1.79 2.60
C -1.84 -1.82 1.48
N -2.26 -1.42 0.28
H -0.93 2.87 -1.89
H -2.56 3.35 -1.34
H -2.29 2.90 -3.03
H -4.26 1.61 -1.49
H -3.50 -1.12 -2.00
H -5.02 -0.55 -1.30
H -5.40 -0.57 1.06
H -4.63 -1.32 3.31
H -2.27 -2.13 3.55
H -0.83 -2.20 1.53
S -0.51 -3.96 -0.68
C -2.12 -4.31 -0.38
N -3.23 -4.56 -0.15

***

# 8
10
Properties=species:S:1:pos:R:3 method="wB97M-V/def2-TZVPD" lumo_energy_ev=1.03 charge=0 smiles=Nc1nc[nH]n1 orbital_gap_ev=9.828
N 0.05 1.98 -0.02
C 0.01 0.60 0.00
N -0.32 -0.11 -1.11
C -0.14 -1.35 -0.72
N 0.26 -1.39 0.55
N 0.35 -0.13 1.05
H -0.78 2.41 -0.40
H 0.34 2.40 0.85
H -0.27 -2.24 -1.33
H 0.50 -2.17 1.14

***

# 9
95
Properties=species:S:1:pos:R:3 method="wB97M-V/def2-TZVPD" lumo_energy_ev=0.26 charge=0 smiles="O=S1(=O)CCCC1.CC(C)=O.CC(C)=O.CC(C)=O.CC(C)=O.CC(C)=O.CC(C)=O.CC(C)=O.CC(C)=O" orbital_gap_ev=9.579
O 2.63 -0.79 1.07
S 1.43 -0.80 0.29
O 1.37 -1.57 -0.93
C 0.04 -1.25 1.29
C -1.10 -0.37 0.79
C -0.51 1.03 0.55
C 0.84 0.87 -0.10
H 0.28 -0.88 2.30
H -0.13 -2.32 1.36
H -1.36 -0.78 -0.20
H -1.98 -0.41 1.42
H -0.40 1.52 1.53
H -1.16 1.62 -0.08
H 1.59 1.58 0.23
H 0.84 0.89 -1.19
C -3.71 -2.77 0.64
C -3.79 -3.95 -0.30
C -2.60 -4.88 -0.26
O -4.73 -4.15 -1.02
H -3.05 -1.98 0.28
H -3.38 -3.18 1.60
H -4.69 -2.34 0.83
H -2.65 -5.64 -1.04
H -2.51 -5.34 0.72
H -1.70 -4.28 -0.43
C -3.43 2.97 -1.19
C -4.73 3.67 -1.47
C -4.64 5.13 -1.86
O -5.79 3.11 -1.34
H -2.62 3.69 -1.03
H -3.22 2.16 -1.87
H -3.52 2.50 -0.20
H -3.99 5.23 -2.73
H -4.29 5.70 -1.00
H -5.64 5.49 -2.11
C 4.90 -3.74 0.43
C 5.63 -3.83 -0.89
C 5.33 -2.79 -1.93
O 6.47 -4.69 -1.08
H 5.46 -4.33 1.15
H 3.88 -4.07 0.24
H 4.81 -2.72 0.80
H 5.85 -1.88 -1.62
H 4.28 -2.63 -2.15
H 5.80 -3.07 -2.88
C 5.01 1.74 -5.19
C 4.10 2.25 -4.08
C 2.95 1.35 -3.68
O 4.30 3.31 -3.55
H 4.54 2.00 -6.14
H 5.15 0.66 -5.14
H 5.97 2.25 -5.11
H 2.61 1.58 -2.67
H 3.25 0.31 -3.71
H 2.10 1.49 -4.36
C 0.72 1.16 5.54
C -0.10 -0.09 5.36
C 0.35 -1.29 6.16
O -0.93 -0.19 4.50
H 0.45 1.96 4.86
H 1.77 0.89 5.39
H 0.73 1.56 6.56
H -0.49 -1.97 6.30
H 0.71 -1.03 7.15
H 1.08 -1.80 5.53
C -3.28 -3.30 -3.99
C -1.92 -3.36 -3.36
C -1.56 -2.35 -2.29
O -1.07 -4.12 -3.76
H -3.31 -2.53 -4.77
H -4.06 -3.03 -3.27
H -3.52 -4.25 -4.46
H -2.37 -1.73 -1.91
H -0.76 -1.73 -2.70
H -1.08 -2.85 -1.45
C 5.25 2.48 0.58
C 3.90 3.13 0.75
C 3.48 4.12 -0.29
O 3.13 2.76 1.62
H 5.29 1.57 1.18
H 6.09 3.09 0.90
H 5.42 2.23 -0.47
H 3.96 5.09 -0.19
H 2.40 4.26 -0.17
H 3.66 3.75 -1.30
C -4.31 2.73 2.50
C -4.51 1.24 2.31
C -4.40 0.40 3.56
O -4.79 0.76 1.24
H -4.72 3.35 1.71
H -3.23 2.86 2.64
H -4.74 3.01 3.46
H -4.50 0.99 4.47
H -3.52 -0.24 3.58
H -5.31 -0.21 3.54

***

# 10
14
Properties=species:S:1:pos:R:3 method="wB97M-V/def2-TZVPD" lumo_energy_ev=0.81 charge=0 smiles="O[C@@H]1CN=COC1" orbital_gap_ev=10.615
O -1.28 -0.49 1.30
C -0.97 0.03 0.02
C -0.24 -0.99 -0.85
N 1.17 -1.13 -0.50
C 1.75 -0.11 -0.01
O 1.25 1.11 0.29
C -0.17 1.31 0.22
H -0.49 -0.90 1.66
H -1.94 0.30 -0.42
H -0.32 -0.73 -1.91
H -0.73 -1.97 -0.72
H 2.81 -0.14 0.22
H -0.34 2.11 -0.51
H -0.50 1.62 1.20

***

These records have F_max values of 1.1 5.5 3.6 1.1 1.5 2.7 0.5 0.4 1.7 0.6 eV Å⁻¹, in the order they appear.
These records have DFT total energy values of -10380.26955 -25262.74548 -9564.32676 -13460.36280 -213593.67829 -101448.96220 -111790.45834 -8099.26315 -61253.28191 -9845.69914 eV, in the order they appear.
These records have energy above the lowest of the compared OMol25 structures with the same formula, charge and spin values of 123.5 168.9 187.5 14.0 163.6 110.6 44.3 4.9 10.5 152.5 kJ/mol, in the order they appear.